(1)
Computed, not measured: C10H6Cl2MnN2O3Pm as an isolated structure, with ωB97M-V/def2-TZVPD.

Results
- net charge = +4
- energy (eV) = -92463.3277
- multiplicity = 9
- lowest unoccupied orbital energy (alpha / beta) (eV) = -15.6 / -16.9
- F_max (eV/A) = 11.43
- relative energy (zero: lowest compared OMol25 entry of this formula, charge and spin) (kJ/mol) = 119.1
- frontier orbital gap (alpha / beta) (eV) = 7.455 / 6.184

Each line ends with the Löwdin spin population.
Atoms and positions in Å:
Mn (0.043, -1.084, -4.744)  2.89
Pm (-0.346, -0.494, -1.681)  4.07
Cl (-1.975, -0.285, -3.667)  0.02
Cl (1.770, -1.213, -3.107)  0.02
C (-1.056, -2.132, 0.010)  0.00
C (-0.417, -0.171, -6.271)  -0.03
C (0.294, -2.332, -6.080)  -0.02
O (-1.432, -2.704, 0.962)  0.00
O (-0.748, 0.198, -7.362)  0.04
O (0.250, -2.810, -7.155)  0.03
N (-0.665, 2.340, 1.535)  0.06
C (-0.664, 1.696, 0.368)  -0.01
N (-0.105, 0.470, 0.533)  0.05
C (0.289, 0.324, 1.871)  0.09
C (0.903, -0.745, 2.527)  0.28
C (1.156, -0.576, 3.903)  0.01
C (0.815, 0.616, 4.543)  0.14
C (0.203, 1.680, 3.836)  0.31
C (-0.074, 1.516, 2.498)  0.04
H (-1.039, 3.263, 1.737)  0.00
H (-1.012, 2.030, -0.616)  0.00
H (1.206, -1.646, 1.966)  0.01
H (1.614, -1.343, 4.515)  0.00
H (1.059, 0.773, 5.599)  0.00
H (-0.066, 2.631, 4.278)  0.01



(2)
Computed, not measured: a 2-piece molecular cluster, C38H67ClIN2O6P overall, with ωB97M-V/def2-TZVPD.

Results
- SMILES = CCCCCCCCCCCCCc1c(I)c(CCCCOC)cc2nc(OC[C@@H](C)C(C)C)c(Cl)nc12.CCOP(=O)(OCC)OCC
- energy (eV) = -85664.5158
- lowest unoccupied orbital energy (eV) = -1.7
- F_max (eV/A) = 9.21
- frontier orbital gap (eV) = 7.024

Each line ends with the Löwdin charge.
Atoms and positions in Å:
C (7.975, 3.825, -2.529)  -0.13
C (8.235, 2.955, -1.231)  -0.26
C (7.383, 1.612, -1.355)  -0.21
C (8.335, 0.367, -1.050)  -0.21
C (7.911, -0.812, -2.023)  -0.22
C (8.381, -2.186, -1.343)  -0.21
C (7.499, -3.339, -2.027)  -0.19
C (6.196, -3.527, -1.120)  -0.20
C (6.100, -4.951, -0.440)  -0.22
C (5.715, -4.923, 1.093)  -0.21
C (4.519, -3.955, 1.463)  -0.20
C (3.337, -3.919, 0.414)  -0.18
C (1.921, -4.218, 1.096)  -0.20
C (0.805, -3.211, 0.656)  -0.17
C (0.295, -2.253, 1.605)  -0.50
I (1.029, -2.078, 3.643)  0.88
C (-0.786, -1.273, 1.220)  -0.22
C (-1.380, -0.193, 2.205)  -0.20
C (-1.981, 1.061, 1.434)  -0.20
C (-3.537, 0.878, 1.132)  -0.16
C (-3.958, 1.449, -0.273)  -0.22
O (-5.375, 1.147, -0.404)  -0.23
C (-5.766, 1.135, -1.777)  -0.13
C (-1.308, -1.354, -0.125)  0.04
C (-0.781, -2.344, -1.115)  -0.16
N (-1.355, -2.343, -2.379)  0.20
C (-0.801, -3.231, -3.222)  -0.30
O (-1.316, -3.280, -4.511)  -0.07
C (-2.088, -4.484, -4.734)  -0.19
C (-3.639, -4.340, -4.477)  -0.30
C (-3.933, -4.616, -2.947)  -0.07
C (-4.288, -3.014, -5.040)  -0.34
C (-3.717, -2.653, -6.490)  -0.09
C (-4.084, -1.731, -4.136)  -0.09
C (0.317, -4.123, -2.804)  -0.52
Cl (0.989, -5.221, -4.075)  0.65
N (0.891, -4.210, -1.593)  0.13
C (0.292, -3.274, -0.763)  -0.14
H (6.865, 3.854, -2.706)  0.07
H (8.490, 3.310, -3.382)  0.08
H (8.376, 4.861, -2.342)  0.07
H (9.342, 2.756, -1.150)  0.09
H (7.922, 3.460, -0.277)  0.10
H (6.963, 1.501, -2.392)  0.10
H (6.543, 1.610, -0.610)  0.11
H (9.419, 0.593, -1.205)  0.11
H (8.149, -0.002, -0.001)  0.11
H (6.806, -0.823, -2.237)  0.11
H (8.454, -0.788, -3.012)  0.12
H (9.475, -2.380, -1.490)  0.11
H (8.139, -2.138, -0.243)  0.09
H (8.091, -4.282, -2.138)  0.10
H (7.167, -2.962, -3.037)  0.10
H (6.092, -2.728, -0.339)  0.10
H (5.324, -3.436, -1.834)  0.11
H (5.404, -5.662, -0.954)  0.10
H (7.128, -5.419, -0.499)  0.10
H (6.625, -4.522, 1.637)  0.11
H (5.568, -5.961, 1.506)  0.11
H (4.923, -2.937, 1.727)  0.11
H (4.078, -4.351, 2.427)  0.10
H (3.257, -2.863, 0.019)  0.12
H (3.437, -4.645, -0.429)  0.10
H (1.971, -4.319, 2.209)  0.04
H (1.586, -5.229, 0.714)  0.12
H (-2.138, -0.722, 2.839)  0.12
H (-0.507, 0.202, 2.795)  0.06
H (-1.780, 1.966, 2.080)  0.11
H (-1.386, 1.242, 0.492)  0.11
H (-3.748, -0.228, 1.162)  0.12
H (-4.066, 1.428, 1.962)  0.12
H (-3.443, 0.937, -1.130)  0.11
H (-3.871, 2.570, -0.326)  0.13
H (-6.861, 1.378, -1.901)  0.09
H (-5.609, 0.101, -2.214)  0.08
H (-5.175, 1.886, -2.384)  0.10
H (-2.129, -0.678, -0.460)  0.09
H (-1.922, -4.824, -5.794)  0.13
H (-1.712, -5.332, -4.089)  0.10
H (-4.128, -5.194, -5.039)  0.14
H (-3.473, -3.856, -2.262)  0.06
H (-3.424, -5.596, -2.695)  0.08
H (-5.023, -4.754, -2.713)  0.09
H (-5.391, -3.210, -5.165)  0.13
H (-3.342, -3.565, -7.037)  0.07
H (-2.874, -1.906, -6.419)  0.08
H (-4.506, -2.137, -7.112)  0.08
H (-5.083, -1.198, -4.096)  0.07
H (-3.360, -0.991, -4.572)  0.08
H (-3.799, -1.942, -3.078)  0.04
C (-6.938, 4.130, 3.144)  -0.08
C (-5.918, 5.142, 2.656)  -0.29
O (-5.314, 5.840, 3.742)  -0.25
P (-4.178, 5.047, 4.650)  0.71
O (-3.078, 5.155, 3.607)  -0.21
O (-3.626, 6.305, 5.575)  -0.26
C (-2.224, 6.509, 5.752)  -0.29
C (-1.760, 7.667, 4.888)  -0.08
O (-5.381, 4.768, 5.799)  -0.26
C (-5.889, 5.749, 6.706)  -0.28
C (-6.622, 6.902, 6.056)  -0.08
H (-6.455, 3.329, 3.711)  0.07
H (-7.469, 3.681, 2.302)  0.08
H (-7.665, 4.600, 3.808)  0.07
H (-5.148, 4.655, 2.048)  0.10
H (-6.411, 5.888, 2.031)  0.12
H (-1.661, 5.600, 5.535)  0.10
H (-2.055, 6.748, 6.805)  0.12
H (-2.058, 7.540, 3.846)  0.07
H (-0.674, 7.772, 4.930)  0.08
H (-2.213, 8.600, 5.233)  0.08
H (-5.102, 6.102, 7.373)  0.11
H (-6.600, 5.214, 7.344)  0.12
H (-5.941, 7.556, 5.509)  0.07
H (-7.121, 7.508, 6.816)  0.08
H (-7.373, 6.544, 5.349)  0.07



(3)
Computed, not measured: a 2-piece molecular cluster, C3H7INO overall, with ωB97M-V/def2-TZVPD.

Results
- net charge = +1
- energy (eV) = -14854.8698
- lowest unoccupied orbital energy (eV) = -4.2
- F_max (eV/A) = 5.37
- relative energy (zero: lowest compared OMol25 entry of this formula, charge and spin) (kJ/mol) = 51.0
- frontier orbital gap (eV) = 9.191

Each line ends with the Löwdin charge.
Atoms and positions in Å:
C (0.760, -0.300, -0.712)  -0.08
C (0.238, 0.683, -1.767)  -0.05
C (-1.364, 0.362, -0.285)  -0.03
N (-0.387, -0.455, 0.084)  0.11
O (-1.033, 1.049, -1.298)  0.10
I (-0.074, -1.261, 4.071)  0.50
H (1.013, -1.272, -1.066)  0.14
H (1.471, 0.109, -0.109)  0.11
H (0.810, 1.600, -1.815)  0.15
H (0.280, 0.084, -2.627)  0.13
H (-2.300, 0.582, 0.161)  0.18
H (1.047, -0.243, 4.350)  -0.38
H (-0.461, -0.937, 1.013)  0.11



(4)
Computed, not measured: C40H37ClN5OPReS as an isolated structure, with ωB97M-V/def2-TZVPD.

Results
- net charge = +4
- energy (eV) = -86314.7837
- multiplicity = 2
- lowest unoccupied orbital energy (alpha / beta) (eV) = -14.8 / -13.9
- F_max (eV/A) = 1.57
- frontier orbital gap (alpha / beta) (eV) = 3.621 / 4.550

Each line ends with the Löwdin spin population.
Atoms and positions in Å:
Re (0.466, 1.770, -1.158)  1.14
Cl (2.813, 2.167, -1.133)  0.01
C (3.387, 1.717, 0.498)  0.00
C (4.735, 1.507, 0.661)  0.00
C (5.177, 1.132, 1.928)  0.00
C (4.273, 0.979, 2.971)  0.00
C (2.916, 1.212, 2.770)  0.00
C (2.449, 1.593, 1.514)  0.00
P (0.727, 2.071, 1.233)  -0.01
C (-0.314, 1.078, 2.267)  0.01
C (0.011, -0.274, 2.481)  0.01
C (-0.742, -1.023, 3.365)  0.00
C (-1.827, -0.436, 4.018)  0.00
C (-2.158, 0.896, 3.791)  0.00
C (-1.411, 1.660, 2.911)  0.00
C (0.557, 3.805, 1.627)  0.00
C (1.522, 4.430, 2.423)  0.00
C (1.308, 5.736, 2.841)  0.00
C (0.160, 6.417, 2.455)  0.00
C (-0.798, 5.793, 1.657)  0.00
C (-0.601, 4.491, 1.240)  0.00
H (5.433, 1.629, -0.161)  0.00
H (6.233, 0.961, 2.089)  0.00
H (4.625, 0.683, 3.952)  0.00
H (2.222, 1.112, 3.597)  0.00
H (0.884, -0.719, 2.009)  0.00
H (-0.478, -2.053, 3.559)  0.00
H (-2.413, -1.022, 4.715)  0.00
H (-2.991, 1.346, 4.317)  0.00
H (-1.663, 2.701, 2.758)  0.00
H (2.425, 3.917, 2.727)  0.00
H (2.037, 6.217, 3.481)  0.00
H (0.010, 7.438, 2.781)  0.00
H (-1.701, 6.323, 1.378)  0.00
H (-1.368, 3.995, 0.652)  0.00
C (-4.755, -0.866, -0.824)  0.00
C (-3.429, -1.280, -0.765)  0.00
C (-2.413, -0.364, -0.946)  0.00
C (-2.712, 0.976, -1.200)  0.00
C (-4.051, 1.396, -1.231)  0.00
C (-5.059, 0.475, -1.051)  0.00
N (-1.665, 1.935, -1.413)  0.01
N (-2.076, 3.060, -1.790)  0.00
C (-1.121, 4.045, -1.987)  0.01
C (-1.524, 5.268, -2.462)  0.00
C (-0.558, 6.237, -2.735)  0.02
C (0.777, 5.939, -2.510)  0.00
C (1.122, 4.703, -2.003)  0.01
N (0.189, 3.755, -1.733)  0.01
H (-5.553, -1.585, -0.682)  0.00
H (-3.201, -2.322, -0.574)  0.00
H (-1.393, -0.690, -0.911)  0.00
H (-4.288, 2.438, -1.389)  0.00
H (-6.091, 0.802, -1.076)  0.00
H (-2.583, 5.434, -2.627)  0.00
H (-0.848, 7.209, -3.120)  0.00
H (1.559, 6.658, -2.720)  0.00
H (2.153, 4.475, -1.787)  0.00
C (1.402, -5.670, -3.440)  0.00
C (2.573, -5.030, -2.696)  0.00
C (2.147, -4.273, -1.446)  0.00
N (1.652, -2.915, -1.828)  -0.04
C (0.884, -2.088, -1.183)  0.00
S (1.030, -0.419, -1.833)  -0.19
N (0.091, -2.334, -0.162)  0.01
C (-0.246, -3.587, 0.614)  0.00
O (-0.180, -3.441, 1.796)  0.00
C (-0.679, -4.750, -0.147)  0.00
C (-1.156, -4.642, -1.460)  0.00
C (-1.651, -5.758, -2.098)  0.00
C (-1.660, -6.983, -1.436)  0.00
C (-1.162, -7.096, -0.140)  0.00
C (-0.692, -5.978, 0.516)  0.00
H (1.747, -6.140, -4.359)  0.00
H (0.633, -4.938, -3.708)  0.00
H (0.930, -6.442, -2.831)  0.00
H (3.137, -4.362, -3.360)  0.00
H (3.285, -5.790, -2.380)  0.00
H (2.989, -4.125, -0.765)  0.00
H (1.366, -4.809, -0.918)  0.00
H (2.124, -2.531, -2.642)  0.00
H (-0.215, -1.522, 0.359)  0.00
H (-1.162, -3.685, -1.975)  0.00
H (-2.023, -5.686, -3.112)  0.00
H (-2.060, -7.857, -1.936)  0.00
H (-1.145, -8.057, 0.354)  0.00
H (-0.345, -6.041, 1.539)  0.00



(5)
Computed, not measured: one molecule with the formula C4H7NO, with ωB97M-V/def2-TZVPD.

Results
- SMILES = O[C@H]1C[C@H]2N[C@@H]12
- energy (eV) = -7796.5348
- lowest unoccupied orbital energy (eV) = 1.0
- F_max (eV/A) = 1.68
- relative energy (zero: lowest compared OMol25 entry of this formula, charge and spin) (kJ/mol) = 300.0
- frontier orbital gap (eV) = 10.498

Each line ends with the Löwdin charge.
Atoms and positions in Å:
O (-0.795, -1.877, -0.563)  -0.02
C (0.247, -0.961, -0.436)  -0.31
C (0.362, 0.533, -1.094)  -0.06
C (0.257, 1.046, 0.314)  -0.28
N (-1.002, 0.502, 0.830)  0.05
C (0.248, -0.292, 0.932)  -0.19
H (-1.551, -1.458, -0.112)  0.09
H (1.146, -1.312, -0.913)  0.13
H (-0.369, 0.862, -1.832)  0.11
H (1.378, 0.697, -1.503)  0.11
H (0.713, 1.926, 0.740)  0.13
H (-1.202, 0.954, 1.717)  0.10
H (0.569, -0.620, 1.920)  0.14



(6)
Computed, not measured: C26H21I2NO4Rh as an isolated structure, with ωB97M-V/def2-TZVPD.

Results
- net charge = +1
- energy (eV) = -56183.1142
- multiplicity = 5
- lowest unoccupied orbital energy (alpha / beta) (eV) = -3.6 / -6.6
- F_max (eV/A) = 1.13
- relative energy (zero: lowest compared OMol25 entry of this formula, charge and spin) (kJ/mol) = 76.2
- frontier orbital gap (alpha / beta) (eV) = 6.516 / 4.623

Each line ends with the Löwdin spin population.
Atoms and positions in Å:
Rh (-0.242, -0.164, 0.710)  1.47
I (2.524, -0.016, 0.199)  0.14
C (2.694, -0.119, 2.296)  0.00
C (3.944, -0.252, 2.831)  0.02
C (4.107, -0.241, 4.228)  -0.01
C (3.024, -0.058, 5.041)  0.02
C (1.728, 0.088, 4.499)  0.00
C (0.608, 0.313, 5.339)  0.08
C (-0.653, 0.446, 4.828)  0.00
C (-0.860, 0.319, 3.443)  0.08
C (0.205, 0.098, 2.606)  -0.01
C (1.539, 0.021, 3.091)  0.01
H (4.807, -0.353, 2.188)  0.00
H (5.096, -0.361, 4.648)  0.00
H (3.143, -0.020, 6.116)  0.00
H (0.774, 0.385, 6.407)  0.00
H (-1.497, 0.636, 5.476)  0.00
H (-1.868, 0.398, 3.051)  0.01
O (-2.413, 0.082, -0.094)  0.07
C (-2.964, 1.356, -0.159)  0.16
C (-1.503, 2.416, -0.123)  0.12
O (-1.695, 3.525, -0.488)  0.17
O (-0.518, 1.784, 0.325)  0.14
C (-3.646, 1.749, 1.132)  0.03
C (-4.133, 0.725, 1.951)  0.02
C (-4.832, 1.025, 3.108)  0.00
C (-5.034, 2.347, 3.482)  0.03
C (-4.529, 3.368, 2.688)  0.00
C (-3.834, 3.075, 1.527)  0.02
C (-3.631, 1.626, -1.449)  0.05
C (-4.429, 2.765, -1.644)  0.05
C (-5.048, 2.978, -2.853)  0.01
C (-4.891, 2.066, -3.897)  0.10
C (-4.102, 0.937, -3.721)  0.00
C (-3.458, 0.727, -2.517)  0.08
H (-3.076, -0.653, -0.262)  0.00
H (-4.011, -0.313, 1.670)  0.00
H (-5.222, 0.219, 3.715)  0.00
H (-5.575, 2.582, 4.388)  0.00
H (-4.670, 4.401, 2.976)  0.00
H (-3.412, 3.888, 0.952)  0.00
H (-4.579, 3.470, -0.841)  0.00
H (-5.664, 3.856, -2.991)  0.00
H (-5.381, 2.241, -4.846)  0.00
H (-3.982, 0.223, -4.524)  0.00
H (-2.824, -0.142, -2.409)  0.00
N (-0.375, -4.271, 0.369)  0.08
C (-0.780, -3.102, 0.877)  0.13
O (0.039, -2.111, 0.676)  0.10
C (-2.004, -2.995, 1.551)  0.35
I (-3.761, -2.823, -0.680)  0.45
H (0.485, -4.312, -0.150)  0.00
H (-0.942, -5.096, 0.454)  0.00
H (-2.248, -2.062, 2.034)  0.01
H (-2.528, -3.883, 1.865)  0.00